DFT (the ωB97M-V functional and the def2-TZVPD basis) results for a 2-piece molecular cluster, C4H11N2O2 overall in a non-equilibrium geometry.

XYZ file:
```
19
C4H11N2O2, DFT the ωB97M-V functional and the def2-TZVPD basis
C 4.2619 -1.1500 0.3032
C -3.2284 -1.1184 0.9745
C 2.6368 -1.0533 0.1384
C -3.3216 -0.6292 -0.3624
N -2.3420 -0.2907 -1.1272
N 0.9019 0.4269 -0.3739
O 0.0335 -0.3912 -0.0869
O 2.1393 0.1790 -0.3444
H 4.8186 -0.4916 -0.4358
H 4.3102 -0.8746 1.2916
H 4.4410 -2.2497 0.2559
H -4.1298 -1.2114 1.5640
H -2.7571 -2.1109 0.9563
H -2.4117 -0.5515 1.6542
H 2.1191 -1.1594 1.0821
H 2.3004 -1.8937 -0.4841
H -4.3136 -0.5151 -0.8679
H -2.6204 0.1133 -1.9752
H -1.2808 -0.3314 -0.8735
```

Summary:
HOMO-LUMO gap (eV): 9.966
F_max (eV/A): 4.26
Multiplicity: 1
Net charge: +1